1.
The molecule C20H26BrNO4. Source: the Open Molecules 2025 dataset; level of theory: the ωB97M-V functional and the def2-TZVPD basis.

```
52
Properties=species:S:1:pos:R:3
C 4.85 2.64 0.12
C 4.07 2.22 1.36
O 2.65 2.20 1.19
C 2.15 1.36 0.20
O 2.70 0.06 0.38
C 2.07 -0.94 -0.32
C 2.82 -2.23 -0.39
O 2.36 -3.20 -0.97
N 4.01 -2.18 0.24
C 4.96 -3.25 0.38
C 5.17 -4.26 -0.72
C 4.52 -4.67 0.57
C 0.89 -0.80 -0.92
C 0.06 0.45 -0.82
C -1.39 0.11 -0.56
C -1.72 -0.85 0.40
C -3.04 -1.16 0.67
C -4.04 -0.49 -0.02
Br -5.86 -0.90 0.35
C -3.74 0.47 -0.97
C -2.41 0.76 -1.23
C 0.62 1.33 0.31
C -0.01 2.72 0.35
C 0.22 3.60 -0.89
C 0.93 4.92 -0.55
O 2.27 4.74 -0.18
H 4.45 3.56 -0.29
H 5.89 2.79 0.39
H 4.81 1.87 -0.65
H 4.21 2.94 2.16
H 4.40 1.24 1.71
H 2.45 1.71 -0.81
H 4.24 -1.31 0.69
H 5.83 -2.91 0.92
H 6.17 -4.58 -0.92
H 4.53 -4.19 -1.58
H 5.07 -5.28 1.27
H 3.46 -4.87 0.54
H 0.49 -1.64 -1.47
H 0.11 0.99 -1.77
H -0.93 -1.37 0.92
H -3.29 -1.90 1.40
H -4.53 0.98 -1.50
H -2.17 1.50 -1.98
H 0.40 0.84 1.27
H 0.38 3.23 1.24
H -1.08 2.59 0.51
H 0.84 3.08 -1.63
H -0.73 3.84 -1.37
H 0.37 5.43 0.26
H 0.94 5.57 -1.42
H 2.31 4.03 0.49
```

The calculation puts the HOMO energy at -8.92 eV. The SMILES is CCO[C@H]1OC(C(=O)NC2CC2)=C[C@@H](c2ccc(Br)cc2)[C@@H]1CCCO. For the total energy, the calculation gives -3707.4109 Ha. Its spin multiplicity is 1. The frontier orbital gap comes out at 9.6 eV. As for the energy above the lowest of the compared OMol25 structures with the same formula, charge and spin: 4.6 kJ/mol. The LUMO energy is 0.64 eV.



2.
A cluster of 2 separate species, C6H9N3O2S2 in total at a distorted geometry. Source: the Open Molecules 2025 dataset; level of theory: the ωB97M-V functional and the def2-TZVPD basis.

```
22
Properties=species:S:1:pos:R:3
C 0.46 1.35 0.39
C -0.79 -0.99 0.28
C -0.67 1.69 0.05
C 1.69 0.71 0.73
C -2.49 2.38 -1.51
C 0.45 -2.77 1.57
N -1.87 -0.92 0.70
N 2.76 1.13 -0.04
N -1.97 2.16 -0.15
O 1.98 -0.03 1.67
O 1.43 -1.95 -0.92
S -3.35 -0.88 1.24
S 0.20 -2.37 -0.29
H -3.05 1.50 -1.84
H -3.14 3.24 -1.51
H -1.68 2.58 -2.04
H 1.41 -3.23 1.80
H -0.40 -3.33 1.58
H 0.41 -1.82 2.10
H 2.66 1.66 -0.91
H 3.64 0.68 0.05
H -2.68 1.68 0.33
```

The calculation puts the HOMO energy (alpha / beta) at -6.46 / -8.80 eV. For the total energy, the calculation gives -1344.8625 Ha. Its spin multiplicity is 3. The frontier orbital gap (alpha / beta) comes out at 6.9 / 5.8 eV. The LUMO energy (alpha / beta) is 0.48 / -3.01 eV.



3.
A structure of composition C15H33O15SrV at a distorted geometry. Source: the Open Molecules 2025 dataset; level of theory: the ωB97M-V functional and the def2-TZVPD basis.

```
65
Properties=species:S:1:pos:R:3
O 1.66 -3.21 -4.36
V 1.86 -2.13 -3.20
O 2.97 -1.07 -3.64
Sr 1.80 -3.21 0.55
C -1.09 -0.50 -4.45
O -2.21 -0.98 -4.43
O -0.22 -1.15 -3.84
O -0.96 0.61 -4.96
C 0.07 -4.52 -1.58
O 0.42 -3.43 -2.01
O -1.10 -4.76 -1.83
O 0.82 -5.19 -0.84
O -0.46 0.29 -0.78
C 0.42 -0.53 -0.30
O 0.22 -1.11 0.79
O 1.32 -0.81 -1.09
H -0.22 0.33 -1.71
C 1.95 2.95 -3.35
C 0.59 2.54 -2.80
C 0.17 3.40 -1.56
O -0.36 2.95 -3.74
H 2.06 4.00 -3.62
H 2.35 2.45 -4.23
H 2.70 2.80 -2.56
H 0.55 1.46 -2.69
H 0.18 4.43 -1.92
H 0.86 3.38 -0.73
H -0.82 3.24 -1.12
H -0.49 2.22 -4.35
C -4.01 -1.19 0.61
C -3.76 -1.05 -0.93
C -3.95 0.41 -1.39
O -2.46 -1.53 -1.24
H -5.01 -0.88 0.92
H -3.27 -0.57 1.12
H -3.73 -2.19 0.93
H -4.44 -1.76 -1.41
H -4.88 0.79 -0.97
H -4.19 0.23 -2.44
H -3.14 1.07 -1.09
H -1.93 -1.22 -0.51
C 0.59 2.15 2.53
C -0.69 1.67 3.10
C -1.82 2.04 2.15
O -0.66 0.21 3.17
H 1.42 2.03 3.23
H 0.47 3.22 2.33
H 0.77 1.75 1.54
H -0.90 2.18 4.04
H -1.57 3.03 1.76
H -2.83 1.99 2.55
H -1.66 1.41 1.28
H -0.43 -0.09 2.29
C 3.43 -1.94 5.07
C 2.58 -1.62 3.86
C 3.20 -0.53 3.00
O 2.49 -2.71 2.94
H 2.99 -2.83 5.52
H 3.37 -1.01 5.64
H 4.44 -2.21 4.76
H 1.56 -1.34 4.11
H 3.17 0.40 3.56
H 2.47 -0.33 2.22
H 4.23 -0.74 2.69
H 3.09 -3.29 3.42
```

Its charge is -2. The calculation puts the HOMO energy at 0.50 eV. For the total energy, the calculation gives -2694.6899 Ha. Its spin multiplicity is 1. The frontier orbital gap comes out at 1.9 eV. The LUMO energy is 2.41 eV.



4.
A structure of composition C15H43Li2O12 at a distorted geometry. Source: the Open Molecules 2025 dataset; level of theory: the ωB97M-V functional and the def2-TZVPD basis.

```
72
Properties=species:S:1:pos:R:3
Li -3.07 -1.50 -1.44
Li -4.25 1.07 -0.77
C -0.82 0.96 0.28
C -1.02 0.78 -1.15
O -2.34 0.42 -1.56
H 0.25 0.81 0.44
H -1.33 0.24 0.91
H -1.17 1.93 0.62
H -0.40 -0.07 -1.43
H -0.58 1.62 -1.68
C 3.13 -0.32 -2.41
C 3.78 -0.49 -0.97
C 5.08 -1.32 -0.93
O 3.83 0.76 -0.48
H 2.05 -0.25 -2.55
H 3.26 -1.25 -2.96
H 3.58 0.60 -2.78
H 3.11 -1.07 -0.34
H 5.89 -1.03 -0.26
H 5.48 -1.31 -1.94
H 4.90 -2.39 -0.81
H 2.94 0.92 -0.14
C -0.53 -1.44 -5.40
C -0.46 0.07 -5.04
O -1.69 0.34 -4.37
O -0.06 -2.24 -4.28
H 0.17 -1.54 -6.23
H -1.33 -1.94 -5.94
H -0.33 0.67 -5.94
H 0.34 0.33 -4.34
H -1.67 0.25 -3.41
H -0.80 -2.53 -3.74
C 0.64 -3.90 -1.36
C -0.26 -3.89 -0.08
O -0.68 -2.53 0.22
O 1.34 -2.71 -1.62
H 0.21 -4.21 -2.32
H 1.27 -4.79 -1.34
H 0.42 -4.25 0.70
H -1.09 -4.58 -0.14
H 0.08 -2.04 -0.09
H 0.90 -2.44 -2.43
C 0.07 -1.15 3.75
C 0.46 -1.18 5.24
O -0.59 -1.27 6.19
O 0.03 -2.47 3.31
H 0.86 -0.82 3.07
H -0.78 -0.49 3.57
H 1.10 -0.32 5.41
H 1.15 -2.02 5.31
H -0.24 -1.62 7.01
H -0.31 -2.53 2.42
C 2.56 2.70 2.77
C 1.51 3.43 3.68
O 1.69 2.93 4.99
O 2.07 1.48 2.25
H 3.48 2.41 3.28
H 2.63 3.27 1.84
H 0.54 3.10 3.33
H 1.65 4.51 3.57
H 1.24 3.56 5.56
H 1.63 1.04 2.99
C -5.05 2.80 0.80
C -5.08 3.36 -0.59
O -5.23 2.54 -1.73
O -4.11 1.86 1.09
H -6.01 2.31 0.95
H -5.07 3.69 1.44
H -4.19 3.99 -0.70
H -5.86 4.10 -0.79
H -5.11 3.10 -2.50
H -3.81 1.93 2.00
```

Its charge is +1. The calculation puts the HOMO energy at -11.12 eV. For the total energy, the calculation gives -1514.9004 Ha. Its spin multiplicity is 1. The frontier orbital gap comes out at 6.9 eV. As for the energy above the lowest of the compared OMol25 structures with the same formula, charge and spin: 259.0 kJ/mol. The LUMO energy is -4.18 eV.



5.
A cluster of 2 separate species, C5H14N2 in total at a distorted geometry. Source: the Open Molecules 2025 dataset; level of theory: the ωB97M-V functional and the def2-TZVPD basis.

```
21
Properties=species:S:1:pos:R:3
C -0.47 0.07 1.98
C -0.70 0.52 0.73
C -1.87 1.44 0.47
N 0.14 0.18 -0.34
C 1.47 0.82 -0.39
C -0.43 -0.03 -1.68
H -1.12 0.33 2.81
H 0.36 -0.60 2.19
H -2.45 1.63 1.38
H -1.50 2.41 0.11
H -2.55 1.02 -0.28
H 1.96 0.79 0.59
H 2.12 0.30 -1.10
H 1.37 1.87 -0.70
H 0.29 -0.56 -2.31
H -0.68 0.93 -2.15
H -1.33 -0.65 -1.62
N 1.60 -2.63 0.25
H 0.87 -3.28 0.56
H 1.77 -2.85 -0.73
H 1.13 -1.72 0.23
```

The calculation puts the HOMO energy at -8.17 eV. The SMILES is C=C(C)N(C)C.N. For the total energy, the calculation gives -308.3759 Ha. Its spin multiplicity is 1. The frontier orbital gap comes out at 9.0 eV. As for the energy above the lowest of the compared OMol25 structures with the same formula, charge and spin: 123.9 kJ/mol. The LUMO energy is 0.88 eV.



6.
A cluster of 2 separate species, C2H5OPS in total at a distorted geometry. Source: the Open Molecules 2025 dataset; level of theory: the ωB97M-V functional and the def2-TZVPD basis.

```
10
Properties=species:S:1:pos:R:3
C -0.65 0.26 -0.91
P -0.84 1.64 0.11
C -1.53 0.80 1.62
O -1.26 -0.30 1.99
H -0.55 0.37 -1.93
H -0.79 -0.76 -0.44
H -2.47 1.38 1.87
S 2.26 -0.80 -1.19
H 3.20 -0.49 -0.33
H 2.62 -2.11 -0.77
```

The calculation puts the HOMO energy at -9.21 eV. The SMILES is C=PC=O.S. For the total energy, the calculation gives -893.8830 Ha. Its spin multiplicity is 1. The frontier orbital gap comes out at 8.7 eV. As for the energy above the lowest of the compared OMol25 structures with the same formula, charge and spin: 235.7 kJ/mol. The LUMO energy is -0.47 eV.



7.
A structure of composition C29H51NO2SSi2Tb at a distorted geometry. Source: the Open Molecules 2025 dataset; level of theory: the ωB97M-V functional and the def2-TZVPD basis.

```
87
Properties=species:S:1:pos:R:3
O 1.11 -1.08 -1.92
O 0.21 -3.40 -1.23
C 0.58 -0.98 -3.30
C 1.16 0.20 -4.04
H -0.50 -0.90 -3.21
H 0.75 -1.94 -3.81
H 1.04 1.14 -3.48
H 0.62 0.31 -4.99
H 2.22 0.05 -4.27
C 2.52 -1.48 -1.85
C 2.87 -2.61 -2.78
H 2.70 -1.77 -0.81
H 3.12 -0.59 -2.06
H 2.33 -3.53 -2.51
H 3.94 -2.83 -2.72
H 2.66 -2.36 -3.83
C 0.59 -3.76 0.22
C -0.97 -4.11 -1.90
C 1.76 -4.70 0.14
H -0.32 -4.20 0.65
H 0.81 -2.80 0.70
H 1.50 -5.63 -0.37
H 2.08 -4.97 1.15
H 2.60 -4.23 -0.37
C -0.51 -5.50 -2.24
H -1.19 -3.51 -2.79
H -1.80 -4.08 -1.18
H 0.35 -5.47 -2.92
H -1.31 -6.03 -2.76
H -0.27 -6.09 -1.36
H 0.28 -2.39 -1.41
Tb -0.05 0.87 0.41
C -1.43 -0.62 -0.92
Si -3.14 -0.58 -0.21
H -1.45 -0.13 -1.91
H -1.26 -1.69 -1.13
C -4.32 -1.15 -1.58
C -3.70 1.10 0.39
C -3.24 -1.75 1.26
C 1.57 2.08 -0.73
Si 2.96 1.70 0.45
H 1.28 3.16 -0.69
H 1.84 1.88 -1.77
C 4.58 1.31 -0.40
C 2.53 0.21 1.53
C 3.19 3.20 1.55
H -2.56 -2.61 1.15
H -4.27 -2.13 1.34
H -2.99 -1.22 2.19
H -4.23 -0.50 -2.45
H -5.36 -1.10 -1.22
H -4.11 -2.18 -1.89
H -3.32 1.93 -0.23
H -3.42 1.29 1.43
H -4.79 1.09 0.31
H 3.27 -0.57 1.30
H 1.54 -0.29 1.47
H 2.67 0.50 2.58
H 4.06 3.06 2.20
H 2.30 3.39 2.17
H 3.36 4.08 0.91
H 5.41 1.44 0.30
H 4.74 1.98 -1.25
H 4.62 0.28 -0.77
S -1.54 4.37 3.46
C -1.58 5.15 1.89
C -1.91 6.48 1.59
C -1.88 6.89 0.25
C -1.53 5.98 -0.77
C -1.20 4.66 -0.46
C -1.23 4.24 0.87
N -0.95 2.95 1.34
C -1.10 2.87 2.69
C -0.90 1.64 3.45
C -1.03 1.63 4.87
C -0.86 0.43 5.56
C -0.62 -0.75 4.85
C -0.51 -0.73 3.44
C -0.59 0.47 2.75
H -2.19 7.16 2.39
H -2.15 7.91 -0.01
H -1.51 6.32 -1.80
H -0.90 3.93 -1.23
H -1.24 2.55 5.41
H -0.93 0.41 6.64
H -0.51 -1.70 5.38
H -0.37 -1.67 2.89
```

Its charge is +1. The calculation puts the HOMO energy (alpha / beta) at -9.91 / -9.87 eV. For the total energy, the calculation gives -3142.2060 Ha. Its spin multiplicity is 7. The frontier orbital gap (alpha / beta) comes out at 7.5 / 7.5 eV. As for the energy above the lowest of the compared OMol25 structures with the same formula, charge and spin: 122.2 kJ/mol. The LUMO energy (alpha / beta) is -2.40 / -2.38 eV.